{"formula": "C3H12Ba2FO3", "method": "wB97M-V/def2-TZVPD", "homo_energy_ev": -18.82, "e_tot_ev": -13526.8181, "charge": 3, "lumo_energy_ev": -11.262, "homo_lumo_gap_ev": 7.5620, "elements": ["Ba", "Ba", "F", "C", "O", "H", "H", "H", "H", "C", "O", "H", "H", "H", "H", "C", "O", "H", "H", "H", "H"], "xyz": [[-3.714, 0.107, 2.124], [0.780, -2.896, 1.773], [-1.004, -0.743, 1.329], [2.782, 0.336, -0.020], [1.764, -0.557, 0.480], [3.594, -0.224, -0.474], [2.422, 0.956, -0.844], [3.131, 1.039, 0.735], [1.004, 0.004, 0.678], [-1.426, -2.512, -1.774], [-0.302, -2.008, -1.053], [-1.858, -3.309, -1.146], [-2.191, -1.759, -1.982], [-1.092, -2.943, -2.715], [-0.635, -1.519, -0.288], [-0.450, 3.029, 0.603], [-1.113, 1.920, -0.014], [-0.395, 3.178, 1.688], [0.617, 2.942, 0.373], [-0.878, 3.906, 0.131], [-1.036, 1.054, 0.397]], "mulliken_charge": [1.9223, 1.8724, -0.8688, -0.7314, -0.3879, 0.2917, 0.2931, 0.3234, 0.2649, -0.6093, -0.4353, 0.2557, 0.2511, 0.2463, 0.3221, -0.5630, -0.3940, 0.2979, 0.2269, 0.2958, 0.1261]}

{"formula": "C6H10NO6P", "method": "wB97M-V/def2-TZVPD", "homo_energy_ev": -8.54, "e_tot_ev": -29444.1815, "relative_energy_kj_mol": 105.2, "lumo_energy_ev": -0.425, "homo_lumo_gap_ev": 8.1156, "elements": ["C", "C", "C", "C", "C", "C", "N", "O", "O", "O", "O", "O", "O", "P", "H", "H", "H", "H", "H", "H", "H", "H", "H", "H"], "xyz": [[-0.476, 1.602, -1.261], [-1.327, 1.923, -2.462], [2.317, -0.859, 1.416], [-0.042, 0.096, -0.900], [1.164, 0.299, 1.417], [-0.122, -0.066, 0.652], [-2.430, 1.309, -2.562], [-0.121, 2.423, -0.413], [-3.801, -0.805, -2.148], [1.941, -2.207, 1.596], [-0.852, -0.816, -1.573], [1.804, 1.404, 0.930], [-0.605, -1.414, 0.964], [-2.975, 0.066, -1.340], [2.666, -0.890, 0.477], [3.119, -0.496, 2.157], [1.025, -0.173, -1.233], [0.919, 0.459, 2.540], [-1.038, 0.503, 1.039], [-3.067, 1.519, -3.245], [1.712, -2.420, 2.600], [-0.956, -1.476, -0.796], [1.144, 2.135, 0.899], [0.001, -2.114, 1.249]], "nbo_charge": [0.4322, 0.1100, -0.0618, -0.0419, 0.0700, 0.0459, -0.8080, -0.5931, -1.0326, -0.7318, -0.7175, -0.7190, -0.7746, 1.4705, 0.1762, 0.1790, 0.2133, 0.1531, 0.2103, 0.3950, 0.4752, 0.5223, 0.5111, 0.5161]}

{"formula": "C6H8N2", "method": "wB97M-V/def2-TZVPD", "homo_energy_ev": -9.73, "smiles": "C=C[C@@]1(C#N)CCN1", "e_tot_ev": -9325.5892, "relative_energy_kj_mol": 590.3, "lumo_energy_ev": 0.770, "homo_lumo_gap_ev": 10.4955, "elements": ["C", "C", "C", "C", "N", "C", "C", "N", "H", "H", "H", "H", "H", "H", "H", "H"], "xyz": [[1.452, -1.352, -0.311], [0.211, -1.352, 0.371], [-0.818, -0.236, -0.025], [-2.224, -0.573, -0.199], [-3.395, -0.511, -0.049], [-0.271, 0.895, 1.056], [0.708, 1.239, -0.233], [-0.680, 0.770, -1.028], [1.554, -0.881, -1.419], [2.471, -2.101, -0.163], [-0.081, -2.032, 1.248], [-0.913, 1.882, 1.142], [0.153, 0.854, 1.994], [0.886, 2.295, -0.288], [1.725, 0.753, -0.094], [-0.780, 0.348, -2.002]], "nbo_charge": [-0.4581, -0.2177, -0.0415, 0.2624, -0.2813, -0.3748, -0.2384, -0.5862, 0.2156, 0.2376, 0.2474, 0.2241, 0.2118, 0.1983, 0.2261, 0.3746]}

{"formula": "C37H58N9O15", "method": "wB97M-V/def2-TZVPD", "homo_energy_ev": -6.57, "e_tot_ev": -83405.1338, "charge": -1, "relative_energy_kj_mol": 386.8, "lumo_energy_ev": 0.315, "homo_lumo_gap_ev": 6.8855, "elements": ["C", "O", "O", "O", "H", "C", "C", "C", "C", "C", "C", "N", "O", "O", "H", "H", "H", "H", "H", "C", "C", "C", "C", "C", "C", "N", "O", "O", "H", "H", "H", "H", "H", "C", "C", "C", "C", "C", "C", "N", "O", "O", "H", "H", "H", "H", "H", "C", "O", "N", "C", "C", "H", "H", "H", "H", "H", "H", "H", "C", "O", "N", "C", "C", "H", "H", "H", "H", "H", "H", "H", "C", "O", "N", "C", "C", "H", "H", "H", "H", "H", "H", "H", "C", "O", "N", "C", "C", "H", "H", "H", "H", "H", "H", "H", "C", "O", "N", "C", "C", "H", "H", "H", "H", "H", "H", "H", "C", "O", "N", "C", "C", "H", "H", "H", "H", "H", "H", "H"], "xyz": [[-22.168, 30.833, 1.635], [-21.632, 30.380, 2.659], [-22.620, 29.894, 0.842], [-22.259, 31.959, 1.249], [-22.523, 29.148, 1.262], [-20.477, 32.091, -1.861], [-19.293, 32.953, -2.276], [-19.177, 33.672, -3.614], [-20.414, 33.569, -4.584], [-21.450, 32.494, -4.175], [-21.489, 31.763, -2.809], [-20.460, 34.420, -5.787], [-21.625, 34.375, -6.349], [-19.554, 35.067, -6.107], [-20.528, 31.629, -0.834], [-18.509, 33.113, -1.517], [-18.528, 34.480, -3.738], [-22.311, 32.368, -4.554], [-22.247, 31.084, -2.733], [-19.646, 28.402, 0.302], [-19.093, 28.374, 1.658], [-18.418, 27.069, 2.195], [-18.855, 25.753, 1.564], [-19.562, 25.799, 0.106], [-19.740, 27.221, -0.454], [-18.741, 24.525, 2.254], [-19.342, 23.487, 1.678], [-18.109, 24.399, 3.270], [-20.014, 29.293, -0.198], [-19.025, 29.309, 2.382], [-18.138, 26.845, 3.221], [-19.814, 25.187, -0.483], [-20.038, 27.262, -1.469], [-21.236, 35.833, -1.201], [-21.108, 34.883, -0.031], [-20.240, 35.349, 1.132], [-19.606, 36.622, 1.177], [-19.903, 37.684, 0.000], [-20.693, 37.122, -1.234], [-18.771, 37.201, 2.255], [-18.825, 36.576, 3.328], [-18.041, 38.119, 2.093], [-21.757, 35.397, -1.824], [-21.581, 34.068, -0.033], [-20.066, 34.733, 2.110], [-19.398, 38.635, 0.006], [-20.851, 37.651, -2.108], [-20.775, 30.376, 6.315], [-19.526, 30.618, 6.416], [-21.427, 29.583, 7.190], [-22.724, 29.075, 6.863], [-20.870, 29.187, 8.508], [-21.327, 30.806, 5.460], [-23.300, 29.794, 7.289], [-23.025, 28.307, 7.510], [-22.967, 29.103, 5.724], [-19.724, 28.841, 8.513], [-21.454, 28.327, 9.127], [-21.040, 30.138, 9.172], [-27.526, 29.774, 0.239], [-28.308, 29.230, -0.525], [-26.897, 29.162, 1.161], [-25.905, 29.702, 2.073], [-27.005, 27.735, 1.263], [-27.563, 30.842, 0.170], [-26.258, 30.515, 2.365], [-25.027, 29.823, 1.569], [-25.662, 29.139, 2.799], [-26.230, 27.389, 2.105], [-26.992, 27.166, 0.337], [-27.851, 27.519, 1.930], [-22.017, 27.242, 3.847], [-22.779, 26.896, 2.945], [-21.665, 26.412, 4.787], [-20.445, 26.673, 5.669], [-22.318, 25.068, 5.058], [-21.404, 28.079, 3.606], [-20.030, 27.630, 5.765], [-19.571, 26.043, 5.258], [-20.767, 26.667, 6.844], [-21.694, 24.536, 4.583], [-23.410, 25.206, 4.848], [-22.202, 24.586, 5.973], [-25.158, 33.707, -0.009], [-25.588, 34.869, 0.032], [-25.601, 32.762, -0.920], [-24.853, 31.523, -1.275], [-26.661, 33.215, -1.849], [-24.216, 33.627, 0.713], [-24.916, 31.215, -2.183], [-25.093, 30.689, -0.561], [-23.878, 31.528, -1.275], [-26.969, 34.214, -1.919], [-27.591, 32.831, -1.930], [-26.169, 32.963, -2.889], [-18.588, 32.698, 3.736], [-18.269, 33.317, 4.784], [-17.901, 32.810, 2.577], [-18.331, 32.204, 1.388], [-16.834, 33.691, 2.412], [-19.594, 31.961, 3.798], [-18.027, 32.778, 0.549], [-19.420, 31.900, 1.335], [-17.857, 31.162, 1.364], [-17.212, 34.524, 2.089], [-15.939, 33.552, 1.698], [-16.258, 33.913, 3.472], [-24.019, 31.825, 4.718], [-25.004, 31.104, 5.155], [-23.677, 32.964, 5.329], [-22.678, 33.865, 4.814], [-24.311, 33.205, 6.640], [-23.553, 31.708, 3.750], [-22.069, 34.232, 5.633], [-23.240, 34.720, 4.134], [-22.046, 33.593, 4.044], [-23.728, 34.103, 6.945], [-23.754, 32.705, 7.474], [-25.303, 33.340, 6.727]], "mulliken_charge": [-0.1888, -0.1077, -0.4873, -0.1542, 0.1730, 0.2669, -0.3898, -0.6383, 0.0707, -1.1234, -0.6618, 0.9546, -0.5825, -0.5730, 0.3169, 0.1433, 0.4854, 0.6156, 0.8918, -0.0578, 0.4873, -0.9144, 0.1584, -1.0103, -0.6959, 0.8901, -0.5880, -0.5709, 0.4138, 0.1903, 0.4212, 0.8577, 0.4654, -1.4742, -0.7076, 0.1060, -0.0682, -0.6560, -0.6786, 1.0136, -0.5538, -0.6152, 1.0293, 1.5154, 0.2269, 0.4236, 0.4502, 0.0009, -0.7391, 0.4520, -1.3632, -0.8650, 0.3670, 0.7155, 0.4586, 0.0349, 0.2397, 0.2832, 0.3383, -0.0072, -0.7028, 0.1984, -2.2894, -0.8769, 0.5062, 0.7530, 0.8390, 0.7912, 0.1494, 0.3221, 0.3692, -0.0449, -0.7568, 0.5615, -0.9572, -1.3971, 0.5245, 0.3492, 0.2926, 0.2028, 0.6135, 0.2260, 0.4225, 0.2584, -0.6726, 0.2831, -0.6750, -1.1574, 0.3407, 0.8324, -0.0737, -0.2701, 0.4320, 0.4261, 0.2516, 0.3437, -0.6730, 0.2833, -0.6490, -0.9582, 0.1386, 0.4039, 0.0777, 0.1164, 0.3435, 0.3299, 0.2209, 0.2164, -0.7678, 0.2978, -0.6372, -1.1469, 0.2894, 0.4263, 0.1873, 0.0127, 0.4202, 0.3011, 0.3666]}

{"formula": "CH2INO2S", "method": "wB97M-V/def2-TZVPD", "homo_energy_ev": [-8.35, -9.92], "multiplicity": 3, "e_tot_ev": -25585.0399, "relative_energy_kj_mol": 0.0, "lumo_energy_ev": [-0.830, -2.050], "s2": 2.0148, "homo_lumo_gap_ev": [7.5242, 7.8668], "elements": ["C", "N", "O", "O", "S", "I", "H", "H"], "xyz": [[0.136, -0.306, -0.395], [-1.417, -1.417, -0.688], [-2.086, -1.309, 0.244], [1.486, -2.426, 0.669], [1.491, -1.550, -0.457], [3.211, 0.081, 0.007], [0.319, 0.525, -1.121], [-0.177, 0.208, 0.542]], "nbo_charge": [-0.5357, 0.0815, -0.2028, -0.9010, 1.1667, -0.0789, 0.2357, 0.2345]}

{"formula": "C5H7NO", "method": "wB97M-V/def2-TZVPD", "homo_energy_ev": -9.17, "e_tot_ev": -8833.5490, "relative_energy_kj_mol": 256.1, "lumo_energy_ev": 1.082, "homo_lumo_gap_ev": 10.2564, "elements": ["O", "C", "C", "C", "C", "C", "N", "H", "H", "H", "H", "H", "H", "H"], "xyz": [[1.835, 2.545, 0.920], [0.951, 2.503, 1.630], [-1.459, 0.227, 0.140], [-0.803, -0.421, -1.007], [0.712, -0.380, -0.878], [0.493, -1.035, 0.504], [-0.984, -1.148, 0.292], [-0.951, 1.024, 0.684], [-2.543, 0.306, 0.129], [-1.353, -0.710, -1.900], [1.187, 0.607, -0.919], [1.218, -1.049, -1.579], [0.759, -0.441, 1.386], [0.937, -2.029, 0.599]], "nbo_charge": [-0.5013, 0.5054, -0.2790, -0.0907, -0.4365, -0.2288, -0.3787, 0.1863, 0.2145, 0.2037, 0.2063, 0.2146, 0.1807, 0.2035]}